The following is a DFT calculation (wB97M-V/def2-TZVPD) of 5 unconnected molecules or ions with the total composition C28H26F21N2O12S.

Last column: Löwdin charge in e.
CARTESIAN COORDINATES (ANGSTROEM)
C  11.558  -0.329  -0.306  -0.1639
C  -2.389  1.265  -5.286  -0.0737
C  0.461  2.197  -1.601  -0.2583
F  -4.801  2.553  -1.307  0.0775
H  5.066  2.964  0.068  0.1801
H  2.327  1.722  -0.359  0.1468
H  -2.844  0.027  3.549  0.1181
H  12.098  -1.201  -0.822  0.0800
C  1.252  -2.956  -3.201  -0.3199
F  -1.371  0.361  0.166  0.0721
F  1.496  -1.962  -4.089  0.0725
H  7.221  0.620  -3.239  0.1427
F  -5.479  2.505  0.871  0.0817
C  -0.906  0.118  -6.498  -0.5279
H  -3.834  -5.185  6.849  0.1496
F  -4.859  0.328  -3.126  0.0929
O  0.980  -3.274  -0.968  0.0773
O  -2.767  -1.202  5.223  0.0811
F  -0.198  2.910  0.668  0.0567
H  4.590  1.263  -3.918  0.1713
F  -1.237  3.900  -1.185  0.0854
H  10.503  1.195  -1.664  0.0808
C  -3.835  -4.593  7.769  -0.0715
C  7.913  1.753  -0.294  -0.4270
H  8.685  2.462  -0.797  0.0990
O  -5.906  -4.895  8.671  0.1387
H  2.659  2.249  -3.245  0.1296
C  -1.912  1.566  -0.431  -0.1560
O  -2.149  0.422  6.662  0.1482
H  12.275  0.553  -0.127  0.0819
C  -2.207  0.994  5.372  -0.3249
O  -1.705  0.753  -7.400  0.1481
H  -3.625  0.305  -6.812  0.1803
C  2.978  2.745  -2.266  -0.0830
C  -3.113  2.029  0.538  -0.1600
F  -2.346  1.161  -1.744  0.0747
N  5.064  1.507  -3.036  0.1065
C  10.301  0.149  -1.238  -0.5079
F  -5.752  -3.595  6.845  0.0708
F  -7.161  -0.109  -3.418  0.0915
C  2.198  -3.742  -1.367  -0.5287
H  1.953  3.562  -0.454  0.1443
O  2.482  -3.377  -2.650  0.1381
F  0.492  0.815  -1.950  0.0486
C  -5.995  -0.333  -2.600  -0.2660
O  -5.289  -6.435  10.212  0.1703
F  0.290  2.922  -2.853  0.0274
C  4.472  2.271  -1.939  -0.1294
O  -3.732  -5.461  8.888  0.0777
H  -4.142  0.253  4.739  0.1557
H  -1.998  2.269  -5.095  0.1474
C  -5.140  -3.907  8.013  -0.3261
C  -3.075  0.043  4.614  -0.0699
O  2.925  -4.397  -0.677  0.1763
H  10.175  -0.606  -2.105  0.0743
F  -3.061  1.216  1.738  0.0604
H  11.097  -0.709  0.683  0.0610
C  -5.003  -5.670  9.337  -0.5283
C  -5.111  0.311  -0.121  -0.1710
O  -2.029  -1.749  7.293  0.1641
C  -2.293  -0.919  6.470  -0.5160
C  6.577  1.804  -1.187  -0.1675
S  8.700  0.048  -0.256  0.8024
H  -2.997  -3.894  7.737  0.1185
H  0.740  -1.400  -1.784  0.1184
F  -5.825  -1.764  -2.608  0.0915
O  -1.327  0.326  -5.216  0.0616
H  -1.195  1.098  4.970  0.1760
C  0.503  -2.442  -2.014  -0.0721
F  -7.317  1.201  -1.044  0.1076
C  6.442  1.184  -2.619  0.0565
H  7.725  2.191  0.748  0.0879
H  -0.578  -2.538  -2.130  0.1481
F  -7.113  -1.017  -0.542  0.0784
N  5.327  2.467  -0.794  0.1652
F  -5.631  0.034  1.203  0.0711
F  -3.017  3.379  0.998  0.1011
H  0.769  -3.796  -3.708  0.1817
F  -4.086  -0.649  -0.341  0.0984
H  -3.159  1.042  -4.547  0.1153
C  -2.877  1.094  -6.689  -0.3186
H  3.039  3.888  -2.469  0.1471
O  0.046  -0.547  -6.792  0.1682
F  -2.789  2.213  5.467  0.0820
H  -5.068  -3.016  8.644  0.1771
F  -3.356  2.260  -7.181  0.0858
C  1.931  2.568  -1.044  -0.0584
C  -6.401  0.109  -1.108  -0.1676
C  -4.592  1.843  -0.063  -0.1611
C  -0.751  2.649  -0.649  -0.1663

Calculated values
Gap between HOMO and LUMO: 8.09 eV
Net charge: +1
Max |F|: 6.87 eV Å⁻¹
M: 1013.54 Da

=====

The following is a DFT calculation (wB97M-V/def2-TZVPD) of a molecular structure, C43H36F12HgN4O4PS3.

Last column: Löwdin charge in e.
CARTESIAN COORDINATES (ANGSTROEM)
F  -3.077  -4.455  -0.068  0.1406
H  -1.230  5.551  -0.367  0.0966
C  -0.399  1.853  3.438  -0.3544
C  4.611  -3.823  -0.342  -0.0828
H  1.119  0.325  3.701  0.0718
H  4.170  -0.693  -2.176  0.0956
F  -3.126  0.557  -4.967  0.0528
H  5.041  1.302  1.489  0.0988
H  2.593  -2.685  -5.601  0.0943
C  -0.770  2.855  2.364  -0.1424
H  -0.133  6.142  1.747  0.0841
C  -3.725  3.599  -1.175  -0.0466
C  -3.970  -0.131  0.685  -0.2200
C  3.836  2.892  0.695  -0.0921
C  -1.538  3.842  -2.337  -0.0666
H  -2.463  1.422  3.977  0.0774
H  1.661  1.730  2.745  0.0708
C  -6.136  0.562  1.449  -0.1478
C  5.353  -4.928  0.031  -0.0989
C  3.491  -1.637  -3.967  -0.1068
Hg  -0.381  -0.715  -0.388  0.8923
F  -1.639  -4.254  4.873  0.1024
F  -2.487  -2.326  4.475  0.1287
C  -0.421  2.838  -5.703  -0.1555
H  4.181  -1.089  -4.595  0.0963
H  0.567  0.516  2.048  0.0326
H  1.013  -3.918  -4.163  0.0997
H  4.412  3.683  1.164  0.0993
C  2.603  -2.536  -4.529  -0.1022
H  -4.272  3.102  -0.380  0.0540
N  3.760  -0.748  0.313  -0.1205
H  -5.692  -1.319  0.474  0.1076
P  2.498  -1.924  0.034  1.0395
H  0.193  4.417  3.463  0.0984
N  -2.031  1.280  1.008  0.0413
C  -2.251  3.186  -1.154  -0.3566
C  -4.224  1.997  1.723  -0.0717
F  -2.996  -5.695  1.685  0.1030
C  1.714  -3.226  -3.722  -0.1072
O  1.085  -2.528  3.648  -0.3045
H  -0.100  2.437  4.326  0.1217
H  -1.710  4.917  -2.364  0.0694
H  -7.194  0.374  1.563  0.0747
C  0.406  1.066  -4.293  -0.2440
S  -0.627  -4.656  1.102  0.5541
S  -0.181  -2.856  3.056  0.5489
H  1.070  2.305  -1.143  0.0936
H  -4.172  3.329  -2.128  0.0765
H  6.113  -5.312  -0.636  0.0936
H  -1.641  0.120  3.105  0.0447
S  -1.124  -1.090  -3.526  0.5537
C  -1.115  4.793  0.395  -0.0684
O  -0.160  -3.691  0.160  -0.3861
C  -1.885  1.080  -4.963  -0.2650
C  -1.517  0.896  3.854  -0.0653
C  -2.521  -4.559  1.136  -0.6426
F  -2.711  2.844  -6.313  0.0802
H  4.809  -3.330  -1.284  0.0975
C  -1.331  -2.980  4.590  -0.6278
C  2.712  3.189  -0.065  -0.0734
C  -0.850  0.411  -4.265  -0.6408
H  5.679  -6.429  1.525  0.0915
F  1.448  0.540  -3.629  0.0646
C  -3.341  1.067  1.102  -0.2825
H  3.940  -5.541  3.034  0.1006
C  3.608  -3.340  0.492  -0.3325
F  -2.977  -3.565  1.893  0.1263
C  1.980  2.134  -0.583  -0.1373
C  -5.312  -0.374  0.837  -0.0487
H  -1.926  3.430  -3.264  0.0617
F  1.848  2.793  -5.043  0.0816
H  4.422  -0.996  1.038  0.1010
N  2.325  0.868  -0.435  0.0797
H  -2.191  2.099  -1.284  0.1251
H  -0.467  3.661  -2.309  0.0686
C  -1.684  2.253  -5.658  -0.1728
C  -0.484  5.130  1.577  -0.1174
F  -3.255  -1.108  0.069  -0.0255
C  -1.487  2.530  1.186  -0.2203
H  2.628  -3.561  2.381  0.0650
H  -6.181  2.498  2.383  0.0874
C  3.389  -3.952  1.721  -0.0885
H  -1.258  0.420  4.802  0.0723
C  0.822  1.061  2.956  -0.0577
N  -0.248  -4.363  2.598  -0.2933
C  -5.567  1.746  1.897  -0.1407
F  -0.205  3.961  -6.433  0.0742
C  -0.311  4.153  2.540  -0.0709
C  5.115  -5.550  1.245  -0.1063
C  0.617  2.232  -5.000  -0.1569
C  2.612  -2.119  -1.786  -0.3976
O  -0.794  -1.892  2.211  -0.3772
F  -0.717  -2.489  5.681  0.1003
C  3.413  0.576  0.272  -0.4278
O  -0.394  -6.035  0.784  -0.2888
H  -3.817  4.677  -1.036  0.0774
C  1.718  -3.023  -2.355  -0.1260
H  1.013  -3.534  -1.715  0.0762
C  3.498  -1.424  -2.599  -0.1203
C  4.191  1.573  0.879  -0.0368
H  -3.785  2.919  2.087  0.1105
H  2.397  4.208  -0.225  0.0945
C  -1.607  3.518  0.174  -0.1455
C  4.135  -5.057  2.089  -0.0836

Calculated values
Gap between HOMO and LUMO (alpha / beta): 5.91 / 4.85 eV
Spin multiplicity: 2
Net charge: -2
Max |F|: 1.91 eV Å⁻¹
M: 1228.53 Da